Entry 1:
9
Properties=species:S:1:pos:R:3 method="wB97M-V/def2-TZVPD" gap_ev=9.14 homo_energy_ev=-9.50 e_lumo_ev=-0.37
C -0.09028 -0.60864 0.15114
C 0.44542 -0.13824 -1.10682
N -0.58906 0.48107 1.10025
O -0.32933 -1.71790 0.42069
Cl 0.21798 1.95162 1.27027
Br -1.19189 -0.17962 2.79964
H 0.37159 -0.78325 -1.98041
H 1.36545 0.32619 -1.00343
H -0.19989 0.66876 -1.65131

---

Entry 2:
29
Properties=species:S:1:pos:R:3 method="wB97M-V/def2-TZVPD" gap_ev="5.66 / 5.66" homo_energy_ev="-7.14 / -7.14" e_lumo_ev="-1.48 / -1.48"
C 3.73367 1.49849 0.59150
C 3.56818 1.22830 -0.76782
C 2.60194 1.41841 1.48705
C 2.49673 0.55812 -1.16397
C 1.45872 0.81634 1.03366
C -2.73922 2.60822 -0.26486
C -1.59080 2.14300 -0.85060
C -2.52330 0.60014 0.40408
C 1.42208 0.27461 -0.27454
C -1.46346 -3.41611 1.65912
C -0.92004 -1.87343 -1.83224
N -3.28503 1.66691 0.53090
N -1.42940 0.81370 -0.44025
O -1.83950 -2.12449 1.48827
Si -0.23578 -0.42031 -0.76977
H 4.67930 2.08745 0.77780
H 4.39341 1.36040 -1.40585
H 2.78433 1.57112 2.59676
H 2.46939 0.30436 -2.25308
H 0.68887 0.63707 1.78438
H -3.29291 3.49985 -0.43887
H -1.06138 2.44271 -1.75578
H -2.73542 -0.32020 0.92180
H -2.24925 -3.99643 1.13664
H -1.48751 -3.52630 2.75475
H -0.47601 -3.43256 1.21121
H -0.16707 -2.58088 -2.27986
H -1.42536 -2.47569 -1.12011
H -1.37521 -1.36280 -2.76035

---

Entry 3:
40
Properties=species:S:1:pos:R:3 method="wB97M-V/def2-TZVPD" gap_ev=8.91 homo_energy_ev=-8.16 e_lumo_ev=0.75 smiles="CCCCNC(=O)N1OC[C@@H]2COc3ccccc3[C@H]21"
O -0.49558 0.21224 -1.21893
O 3.32008 2.08841 2.78899
O -1.30382 1.34679 2.04724
C -1.04488 0.20733 -0.08885
C 4.79640 -0.25596 0.57398
C 3.75993 -0.67621 -0.23973
C 4.68717 0.70348 1.60518
C 2.46141 -0.16644 -0.07686
C 3.40306 1.22708 1.80021
C 2.20853 0.74116 1.01062
N -2.42424 0.00183 -0.05141
N -0.46264 0.72157 1.09056
C -2.87147 -3.54243 -3.89223
C 2.07627 2.82499 2.75268
C -0.60245 2.48619 2.56083
C -3.20011 -0.52114 -1.24405
C 0.89681 1.33037 1.15025
C -3.43610 -2.27464 -3.18825
C -2.87042 -2.06753 -1.71434
C 0.85669 1.90932 2.57429
H 5.90062 -0.58539 0.29080
H 3.99447 -1.43374 -1.10310
H 5.45727 1.12935 2.25933
H 1.68623 -0.64760 -0.60098
H -2.80816 -0.18711 0.85818
H -3.06709 -4.43029 -3.35564
H -1.75391 -3.52826 -4.09510
H -3.21222 -3.74493 -4.89846
H 1.94527 3.32904 3.71219
H 2.21942 3.50424 1.93056
H -0.96534 2.67793 3.55447
H -0.75287 3.42180 1.97267
H -4.24134 -0.55195 -0.96590
H -3.18577 0.23528 -1.97095
H 0.88956 2.10013 0.36886
H -3.05790 -1.41320 -3.77578
H -4.56790 -2.26489 -3.06243
H -1.82341 -2.36748 -1.77882
H -3.35414 -2.68673 -0.99130
H 0.94259 1.14736 3.41122

---

Entry 4:
66
Properties=species:S:1:pos:R:3 method="wB97M-V/def2-TZVPD" gap_ev=10.60 homo_energy_ev=-9.90 e_lumo_ev=0.70 smiles="CCCCCCCCCCCCO[C@@H]1O[C@H](CO)[C@@H](O)[C@H](O)[C@@H]1NC(C)=O"
C -5.17406 -5.78816 0.70194
H -5.85008 -6.64021 0.71158
C -3.73576 -6.25661 0.51393
C -2.73989 -5.10448 0.37788
C -2.57087 -4.29406 1.66126
C -1.50188 -3.21391 1.51202
C -1.34786 -2.38827 2.78785
C -0.21550 -1.36258 2.71873
C -0.49125 -0.23049 1.73073
C 0.61932 0.82153 1.69298
C 0.60877 1.75458 2.90251
C 1.76671 2.75469 2.89818
C 1.77848 3.67013 1.67655
H 0.75787 3.92304 1.37646
H 2.32727 4.59751 1.89168
O 2.44070 2.99586 0.60432
C 2.11124 3.43179 -0.66528
O 0.73980 3.17563 -0.88617
C 0.27223 3.57027 -2.15985
C -1.22852 3.25626 -2.22451
O -1.84739 3.87394 -3.31264
H -1.30305 3.70924 -4.09659
H -1.71159 3.63690 -1.32121
H -1.35882 2.16393 -2.25467
C 1.04941 2.84262 -3.26822
O 0.63776 3.30532 -4.53054
H 1.38604 3.16495 -5.13144
C 2.55372 3.11013 -3.07655
O 3.30470 2.61025 -4.13473
H 3.34915 1.62711 -4.03661
C 2.96490 2.63220 -1.67303
N 2.69765 1.23750 -1.36549
C 2.82227 0.12969 -2.11535
O 3.13487 0.11927 -3.29511
C 2.51611 -1.13746 -1.34974
H 3.25783 -1.28229 -0.56726
H 1.53228 -1.07539 -0.89104
H 2.54820 -1.98290 -2.03093
H 2.44044 1.12310 -0.39312
H 4.02882 2.85228 -1.50958
H 2.70694 4.19939 -3.10459
H 0.86095 1.75908 -3.19077
H 0.41312 4.65561 -2.29448
H 2.30506 4.51850 -0.78476
H 2.71852 2.22174 2.92467
H 1.70011 3.37577 3.79292
H -0.33591 2.30276 2.92078
H 0.67045 1.16878 3.82164
H 0.49221 1.42410 0.79287
H 1.58900 0.31844 1.64290
H -1.43591 0.25298 1.98834
H -0.60252 -0.65248 0.73001
H -0.07173 -0.94159 3.71566
H 0.71111 -1.86988 2.43775
H -1.15142 -3.06867 3.62038
H -2.28718 -1.87240 3.00009
H -0.54516 -3.68315 1.26856
H -1.77527 -2.56309 0.67966
H -3.51697 -3.81902 1.92549
H -2.29566 -4.96594 2.47801
H -3.06582 -4.44181 -0.42747
H -1.76752 -5.51494 0.09309
H -3.44552 -6.88553 1.35876
H -3.68146 -6.87085 -0.38821
H -5.46769 -5.12735 -0.11095
H -5.29178 -5.25335 1.64068

---

Entry 5:
49
Properties=species:S:1:pos:R:3 method="wB97M-V/def2-TZVPD" gap_ev=7.23 homo_energy_ev=-5.05 e_lumo_ev=2.18 charge=-1
Ca 0.21957 0.33822 -0.24802
F 2.94592 -0.28531 4.67550
C 3.11287 -0.29335 3.35560
F 3.51513 0.91943 2.97263
F 4.08598 -1.16316 3.06158
S 1.56714 -0.79330 2.48711
O 1.98754 -0.67145 1.09183
O 1.28353 -2.09147 2.99375
N 0.67018 0.35876 2.95886
S -0.45830 1.38254 2.75653
O -1.13960 1.26713 1.48499
O -1.19676 1.68358 3.92999
C 0.57691 2.85668 2.39043
F 1.44410 3.14572 3.35638
F 1.28467 2.58613 1.26581
F -0.16754 3.93180 2.15463
S -0.94935 1.89157 -2.36783
C -1.17545 0.28517 -2.98831
C -1.82862 0.00651 -4.20533
C -2.01037 -1.30038 -4.59267
C -1.55579 -2.34012 -3.77993
C -0.91848 -1.99530 -2.60655
N -0.71679 -0.73105 -2.23421
H -2.18609 0.83233 -4.80424
H -2.51764 -1.52087 -5.52506
H -1.70139 -3.37746 -4.04628
H -0.56130 -2.74600 -1.90904
N 3.68522 -3.61345 -1.79208
C 4.11579 -2.77578 -2.76617
O 4.91598 -3.12742 -3.61527
C 3.52821 -1.39492 -2.78430
C 3.81725 -0.56536 -3.86003
C 3.27448 0.70433 -3.88834
C 2.45151 1.10494 -2.84583
N 2.17788 0.32479 -1.80089
C 2.71480 -0.89778 -1.77923
H 4.06028 -4.54523 -1.78274
H 2.98469 -3.36738 -1.11720
H 4.45875 -0.93789 -4.64753
H 3.46650 1.37954 -4.71037
H 1.95986 2.06933 -2.85231
H 2.48156 -1.48224 -0.89937
C -2.60768 -2.83360 0.83120
C -1.65492 -1.80976 1.44070
O -1.87355 -1.35361 2.55844
O -0.65561 -1.49639 0.68742
H -3.39306 -3.09834 1.53538
H -2.05065 -3.72622 0.54019
H -3.05015 -2.41400 -0.07492

---

Entry 6:
80
Properties=species:S:1:pos:R:3 method="wB97M-V/def2-TZVPD" gap_ev=6.28 homo_energy_ev=-8.74 e_lumo_ev=-2.47 charge=+1
Sr 15.41528 10.18748 7.67894
C 8.17017 9.53100 5.84410
C 9.49539 10.06188 6.28225
C 9.95590 11.31761 5.82241
C 11.15288 11.83983 6.26394
C 12.02951 11.17854 7.17301
N 13.26233 11.67904 7.52907
C 13.37600 13.03721 7.73123
C 12.42606 13.76536 8.54159
C 12.63286 15.06971 8.99180
C 13.71973 15.81956 8.58216
C 13.91579 17.22774 9.07692
C 14.62386 15.22468 7.72013
C 14.44234 13.88896 7.30173
N 15.35166 13.56693 6.25875
C 16.02250 14.46744 5.51058
C 16.78964 13.77104 4.61708
C 16.54690 12.42176 4.92538
N 15.64823 12.30131 5.91794
C 11.50754 9.92625 7.64132
C 10.28489 9.36857 7.19660
N 12.08206 9.10974 8.65869
C 11.40522 8.32114 9.51569
C 12.29424 7.68395 10.31478
C 13.54072 8.19175 9.90066
N 13.40523 9.03417 8.86824
H 7.32739 10.08524 6.30428
H 8.11548 8.44889 6.11180
H 8.11988 9.62375 4.73520
H 9.37871 11.82429 5.06943
H 11.47325 12.81235 5.96020
H 11.53640 13.20920 8.79372
H 11.91391 15.47624 9.68312
H 13.02108 17.84960 8.84267
H 14.81287 17.66796 8.62578
H 14.01037 17.20443 10.16694
H 15.48245 15.79577 7.38306
H 15.82452 15.53620 5.48782
H 17.44648 14.16611 3.84029
H 16.93527 11.56015 4.37329
H 9.96144 8.42355 7.65346
H 10.30040 8.27509 9.52106
H 12.06542 6.90774 11.05202
H 14.53197 7.97170 10.33560
C 18.49403 19.35767 9.71938
C 19.39421 18.18746 9.40719
C 19.11621 16.91347 9.96132
C 19.95211 15.85907 9.67971
C 21.00872 16.01086 8.75654
N 21.82654 14.93916 8.41934
C 21.51063 13.58721 8.23186
O 22.44491 12.78650 8.02660
N 20.17566 13.27134 8.22268
C 19.68706 11.92188 8.31286
C 20.47335 10.78075 7.95019
C 19.93892 9.50233 8.14784
C 18.60174 9.36768 8.55880
N 17.80851 10.44778 8.74587
C 18.37294 11.68101 8.70719
C 21.29798 17.28263 8.19825
C 20.52547 18.37229 8.54289
H 17.68314 19.02678 10.41090
H 18.04868 19.79346 8.80305
H 19.06986 20.17949 10.22692
H 18.19684 16.76907 10.51616
H 19.83277 14.90470 10.20082
H 22.80676 15.06521 8.25393
H 19.47632 13.98783 8.35340
H 21.49437 10.92247 7.58775
H 20.51900 8.61096 7.91092
H 18.17581 8.39089 8.76614
H 17.76365 12.50351 9.07158
H 22.16792 17.38083 7.55940
H 20.73549 19.35474 8.15164
C 15.67753 6.86529 5.98481
O 16.28922 8.17286 6.04407
H 16.14981 6.22640 6.73878
H 15.71873 6.41227 4.98545
H 14.60296 6.97475 6.25064
H 16.71323 8.37436 5.20504

---

Table of energy above the lowest of the compared OMol25 structures with the same formula, charge and spin (kcal per mole), in record order: 56.1 129.0 126.4 0.6 28.6 0.0